# 1
The following is a quantum chemistry calculation of a cluster of 2 separate species, C8H16N4O3P in total, from the Open Molecules 2025 dataset.

Geometry as XYZ:
```
32
Properties=species:S:1:pos:R:3
C 0.688 -1.982 0.980
C 0.998 -0.579 0.385
O 0.983 0.357 1.162
N 1.266 -0.300 -1.003
C 0.318 -0.959 -1.921
C 2.662 -0.541 -1.380
O 3.034 -1.970 -0.976
C 3.437 -2.566 -2.093
N 3.476 -3.140 -3.081
P 3.828 0.584 -0.446
N 3.924 2.052 -1.096
H 0.804 -1.998 2.088
H -0.387 -2.223 0.749
H 1.283 -2.808 0.524
H 0.909 -1.281 -2.819
H -0.477 -0.264 -2.293
H -0.159 -1.887 -1.520
H 5.118 -0.013 -0.535
H 3.449 0.709 0.934
H 4.900 2.167 -1.389
C -4.583 1.673 0.289
C -3.971 0.502 1.015
O -4.497 -0.604 1.019
N -2.805 0.706 1.676
C -2.035 1.931 1.789
H -5.507 1.354 -0.189
H -4.814 2.475 0.992
H -3.901 2.035 -0.483
H -2.456 -0.121 2.137
H -1.039 1.750 1.381
H -1.945 2.186 2.847
H -2.499 2.757 1.257
```

energy: -1100.45245 a.u.
highest occupied orbital energy: -0.145 hartree
energy relative to the best compared isomer or geometry (same formula, charge and spin): 3.0819 eV
strongest force on any atom: 4.1 eV/Å
charge: -1
E_LUMO: 2.83 eV
HOMO-LUMO gap: 6.7596 eV



# 2
The following is a quantum chemistry calculation of a cluster of 2 separate species, C25H30N3 in total, from the Open Molecules 2025 dataset.

Geometry as XYZ:
```
58
Properties=species:S:1:pos:R:3
C -1.037 0.257 2.318
C -0.243 -0.924 1.961
N 0.130 -1.838 2.881
C -0.166 -1.766 4.300
C 0.832 -2.884 2.275
C 0.805 -2.691 0.877
C 1.214 -3.768 0.094
C 1.951 -4.803 0.679
C 2.145 -4.880 2.058
C 1.513 -3.933 2.882
C 0.229 -1.340 0.651
C 0.247 -0.623 -0.523
C 0.888 -1.179 -1.721
C 2.281 -1.435 -1.731
C 2.844 -2.317 -2.640
C 2.039 -2.950 -3.605
C 0.684 -2.597 -3.682
C 0.139 -1.654 -2.822
H -0.845 1.036 1.586
H -2.097 0.008 2.309
H -0.853 0.626 3.329
H 0.481 -2.440 4.857
H -0.029 -0.750 4.663
H -1.197 -2.058 4.502
H 0.965 -3.791 -0.956
H 2.414 -5.551 0.072
H 2.739 -5.666 2.519
H 1.554 -3.970 3.970
H -0.170 0.420 -0.524
H 2.887 -0.992 -0.948
H 3.898 -2.589 -2.567
H 2.468 -3.705 -4.257
H 0.058 -3.129 -4.392
H -0.901 -1.380 -2.907
C 0.536 3.368 0.561
C -0.215 4.072 -0.573
C -1.097 5.256 -0.132
C 0.840 4.612 -1.547
N -1.176 3.036 -1.108
C -1.184 1.747 -0.722
N -2.488 1.336 -0.792
C -2.935 -0.019 -0.546
C -3.273 2.374 -1.297
C -2.442 3.389 -1.592
H 0.827 2.365 0.202
H 1.458 3.889 0.851
H -0.092 3.261 1.464
H -1.526 5.780 -1.014
H -1.931 4.935 0.511
H -0.543 6.021 0.436
H 0.420 5.062 -2.454
H 1.434 5.417 -1.073
H 1.573 3.849 -1.816
H -2.636 -0.406 0.455
H -4.036 -0.139 -0.654
H -2.398 -0.682 -1.263
H -4.339 2.390 -1.362
H -2.643 4.346 -2.041
```

energy: -1134.59439 a.u.
highest occupied orbital energy: -0.400 hartree
energy relative to the best compared isomer or geometry (same formula, charge and spin): 1.8730 eV
strongest force on any atom: 1.8 eV/Å
charge: +1
E_LUMO: -4.07 eV
HOMO-LUMO gap: 6.8168 eV



# 3
The following is a quantum chemistry calculation of a structure of composition C22H22IrN4S2, from the Open Molecules 2025 dataset.

Geometry as XYZ:
```
51
Properties=species:S:1:pos:R:3
Ir 0.283 0.507 0.549
C -2.687 -0.181 0.289
N -1.458 -0.332 -0.527
C -1.549 0.506 -1.764
C -0.159 0.844 -2.276
N 0.570 1.588 -1.218
C -0.038 2.944 -1.020
C 2.003 1.805 -1.438
C 2.549 1.954 -2.697
C 3.899 2.266 -2.815
C 4.671 2.448 -1.680
C 4.113 2.299 -0.417
C 2.773 1.966 -0.287
S 2.038 1.684 1.310
C -1.270 -1.738 -0.925
C -2.313 -2.457 -1.503
C -2.114 -3.765 -1.902
C -0.863 -4.353 -1.738
C 0.176 -3.637 -1.180
C -0.023 -2.316 -0.765
S 1.315 -1.406 -0.088
H -2.642 -0.874 1.125
H -3.586 -0.387 -0.294
H -2.743 0.842 0.663
H -2.115 1.404 -1.525
H -2.103 -0.027 -2.539
H -0.237 1.434 -3.192
H 0.404 -0.066 -2.489
H -0.064 3.462 -1.981
H 0.576 3.502 -0.320
H -1.046 2.872 -0.619
H 1.946 1.828 -3.586
H 4.340 2.369 -3.797
H 5.720 2.693 -1.774
H 4.720 2.416 0.471
H -3.285 -2.002 -1.643
H -2.928 -4.324 -2.343
H -0.699 -5.374 -2.054
H 1.153 -4.087 -1.061
N -2.175 1.953 6.143
C -1.702 1.168 5.452
C -1.127 0.186 4.574
C -0.999 -1.147 4.952
C -0.438 -2.030 4.050
C -0.037 -1.572 2.808
N -0.171 -0.289 2.443
C -0.694 0.577 3.318
H -1.329 -1.470 5.930
H -0.307 -3.073 4.299
H 0.410 -2.225 2.072
H -0.757 1.614 3.011
```

energy: -1971.10778 a.u.
highest occupied orbital energy: -0.397 hartree
energy relative to the best compared isomer or geometry (same formula, charge and spin): 0.0000 eV
strongest force on any atom: 0.5 eV/Å
charge: +1
E_LUMO: -3.80 eV
HOMO-LUMO gap: 7.0035 eV



# 4
The following is a quantum chemistry calculation of a cluster of 2 separate species, C2H8N2O2 in total, from the Open Molecules 2025 dataset.

Geometry as XYZ:
```
14
Properties=species:S:1:pos:R:3
N 0.463 -1.008 1.737
C -0.807 -1.536 1.264
C -1.465 -0.686 0.204
N -1.191 0.636 0.280
O -2.208 -1.162 -0.621
H 1.135 -1.064 0.974
H 0.845 -1.664 2.408
H -1.557 -1.657 2.055
H -0.791 -2.575 0.904
H -0.545 1.124 0.874
H -1.797 1.216 -0.258
H 2.037 2.615 -3.760
H 3.129 3.319 -2.947
O 2.752 2.442 -3.115
```

energy: -341.00508 a.u.
highest occupied orbital energy: -0.359 hartree
SMILES string: NCC(N)=O.O
energy relative to the best compared isomer or geometry (same formula, charge and spin): 0.6896 eV
strongest force on any atom: 1.2 eV/Å
charge: 0
E_LUMO: 0.80 eV
HOMO-LUMO gap: 10.5591 eV



# 5
The following is a quantum chemistry calculation of a structure of composition C28H36Br27N3OPS, from the Open Molecules 2025 dataset.

Geometry as XYZ:
```
97
Properties=species:S:1:pos:R:3
C -0.913 -1.544 4.789
C 0.496 -1.109 4.476
C 1.546 -2.207 4.452
N 0.894 0.119 4.273
N 0.369 0.738 3.154
N -0.864 1.204 3.192
C -1.299 1.783 2.114
C -2.772 2.250 2.222
C -3.603 1.440 1.146
C -4.401 2.511 0.338
O -4.575 0.579 1.719
C -3.996 -0.524 2.380
C -3.572 -1.692 1.492
C -3.135 -2.848 2.144
C -2.712 -3.970 1.484
C -2.713 -3.987 0.093
C -3.148 -2.852 -0.562
C -3.580 -1.717 0.113
C -0.631 2.033 0.891
C 0.694 1.530 0.853
P 1.740 1.707 -0.659
C 3.469 2.248 -0.237
C 1.678 0.175 -1.741
C 1.084 0.875 2.056
S 2.750 0.154 2.075
H -1.670 -0.798 4.527
H -0.973 -1.782 5.866
H -1.093 -2.493 4.261
H 1.543 -2.826 5.362
H 2.525 -1.706 4.424
H 1.437 -2.812 3.538
H -3.184 1.965 3.201
H -2.879 3.331 2.084
H -2.957 0.820 0.500
H -3.776 3.226 -0.241
H -5.088 2.055 -0.390
H -4.979 3.103 1.064
H -3.155 -0.240 3.043
H -4.772 -0.918 3.061
H -3.157 -2.844 3.238
H -2.394 -4.872 2.012
H -2.380 -4.867 -0.456
H -3.114 -2.892 -1.649
H -3.904 -0.846 -0.458
H -1.077 2.531 0.037
H 4.089 1.354 -0.060
H 3.915 2.935 -0.963
H 3.471 2.791 0.725
H 2.635 -0.100 -2.244
H 1.289 -0.723 -1.233
H 0.946 0.395 -2.536
H 2.548 -1.120 1.633
C 4.940 -3.085 -2.555
Br 4.525 -4.964 -2.470
Br 4.344 -2.290 -4.210
Br 4.255 -2.132 -1.021
H 6.018 -2.995 -2.527
C -3.960 -3.577 7.120
Br -2.346 -4.633 7.064
Br -3.884 -2.225 8.491
Br -4.369 -2.818 5.392
H -4.771 -4.246 7.374
C 6.486 1.666 -2.573
Br 7.533 2.336 -4.044
Br 4.723 1.120 -3.141
Br 7.394 0.256 -1.624
H 6.357 2.485 -1.877
C 11.101 2.015 0.301
Br 10.689 0.132 0.379
Br 10.494 2.810 -1.348
Br 10.424 2.957 1.842
H 12.179 2.106 0.321
C -3.227 -2.029 -6.428
Br -2.020 -0.695 -7.119
Br -2.281 -3.588 -5.794
Br -4.398 -1.299 -5.079
H -3.854 -2.350 -7.250
C -5.949 2.236 -6.493
Br -4.645 1.404 -7.634
Br -7.390 1.048 -6.013
Br -5.086 2.997 -4.941
H -6.385 3.053 -7.053
C 4.539 -4.430 3.188
Br 3.093 -4.233 1.920
Br 4.082 -5.657 4.601
Br 6.183 -4.918 2.313
H 4.696 -3.462 3.645
C 0.074 3.211 -6.610
Br 0.527 1.584 -7.554
Br 0.401 4.774 -7.686
Br -1.732 3.165 -5.938
H 0.731 3.272 -5.752
C -3.238 6.365 -1.878
Br -2.320 7.252 -3.319
Br -5.047 5.909 -2.362
Br -2.238 4.844 -1.200
H -3.298 7.069 -1.058
```

energy: -71565.44440 a.u.
highest occupied orbital energy: -0.392 hartree
strongest force on any atom: 3.8 eV/Å
charge: +1
E_LUMO: -4.11 eV
HOMO-LUMO gap: 6.5612 eV



# 6
The following is a quantum chemistry calculation of the ion C21H27N2O with charge +1, from the Open Molecules 2025 dataset.

Geometry as XYZ:
```
51
Properties=species:S:1:pos:R:3
C -0.136 0.677 1.461
C -1.365 0.203 2.192
C -2.346 1.184 2.405
C -3.626 0.850 2.838
C -3.923 -0.492 3.131
C -2.952 -1.482 2.947
C -1.648 -1.137 2.529
C 1.253 0.181 1.959
C 2.227 1.181 2.227
C 3.506 0.899 2.701
C 3.841 -0.420 3.019
C 2.934 -1.450 2.713
C 1.674 -1.146 2.155
H -0.071 1.759 1.647
H -2.096 2.239 2.247
H -4.359 1.632 2.990
H -4.933 -0.760 3.419
H -3.192 -2.521 3.177
H -0.881 -1.905 2.479
H 1.953 2.226 2.092
H 4.206 1.718 2.879
H 4.833 -0.646 3.393
H 3.210 -2.480 2.959
H 1.006 -1.977 1.884
C 4.122 6.007 -1.464
C 3.252 4.832 -1.825
C 3.542 3.631 -0.932
N 2.704 2.449 -1.174
C 1.483 2.301 -0.646
C 0.839 0.920 -0.846
C 0.557 0.582 -2.354
C -0.900 0.099 -2.466
C -1.550 0.307 -1.070
N -0.498 0.968 -0.232
O 0.864 3.196 -0.067
H 3.938 6.812 -2.161
H 3.924 6.387 -0.463
H 5.180 5.761 -1.524
H 2.190 5.076 -1.754
H 3.444 4.520 -2.860
H 4.562 3.280 -1.103
H 3.431 3.864 0.140
H 3.100 1.629 -1.636
H 1.468 0.110 -0.421
H 0.773 1.474 -2.980
H 1.290 -0.181 -2.655
H -1.410 0.709 -3.224
H -0.905 -0.948 -2.793
H -2.434 0.989 -1.179
H -1.900 -0.649 -0.670
H -0.706 1.968 -0.271
```

energy: -1000.92556 a.u.
highest occupied orbital energy: -0.448 hartree
SMILES string: CCCNC(=O)[C@@H]1CCC[N@H+]1C(c1ccccc1)c1ccccc1
energy relative to the best compared isomer or geometry (same formula, charge and spin): 1.2035 eV
strongest force on any atom: 2.2 eV/Å
charge: +1
E_LUMO: -2.94 eV
HOMO-LUMO gap: 9.2544 eV



# 7
The following is a quantum chemistry calculation of a structure of composition C36H28N4O7P2Ru, from the Open Molecules 2025 dataset.

Geometry as XYZ:
```
78
Properties=species:S:1:pos:R:3
Ru 0.273 0.563 -1.105
C 2.387 -1.884 -2.046
P 1.391 -0.598 -2.917
C 2.307 0.938 -3.003
C 2.015 1.856 -4.015
C 2.430 3.172 -3.891
C 3.124 3.587 -2.761
C 3.436 2.673 -1.761
C 3.031 1.354 -1.874
C 0.819 -1.158 -4.505
C 1.718 -1.304 -5.566
C 1.254 -1.765 -6.786
C -0.091 -2.078 -6.945
C -0.982 -1.934 -5.891
C -0.533 -1.471 -4.664
C 1.790 -2.093 -0.707
C 1.970 -3.148 0.242
C 1.142 -2.878 1.294
C 0.459 -1.660 0.981
C -0.620 -0.943 1.686
P -0.672 0.788 1.044
C 0.280 1.764 2.207
C 1.401 2.473 1.793
C 2.132 3.202 2.721
C 1.743 3.218 4.051
C 0.613 2.516 4.465
C -0.122 1.790 3.548
C -2.368 1.380 1.063
C -2.577 2.732 1.353
C -3.857 3.260 1.279
C -4.924 2.453 0.907
C -4.716 1.112 0.608
C -3.441 0.574 0.682
N 0.883 -1.192 -0.229
H 3.434 -1.573 -1.966
H 2.386 -2.817 -2.616
H 1.452 1.543 -4.886
H 2.208 3.881 -4.678
H 3.428 4.620 -2.664
H 4.006 2.988 -0.896
H 3.299 0.648 -1.093
H 2.765 -1.055 -5.442
H 1.940 -1.879 -7.614
H -0.446 -2.438 -7.902
H -2.027 -2.179 -6.024
H -1.223 -1.351 -3.839
H 2.635 -3.988 0.121
H 1.000 -3.458 2.191
H -0.485 -0.956 2.769
H -1.572 -1.447 1.480
H 1.681 2.490 0.745
H 2.998 3.767 2.403
H 2.313 3.787 4.771
H 0.307 2.544 5.502
H -1.016 1.264 3.866
H -1.746 3.359 1.653
H -4.023 4.301 1.526
H -5.922 2.867 0.855
H -5.550 0.483 0.327
H -3.294 -0.471 0.435
O -4.757 6.509 -2.092
N -4.858 5.314 -2.242
O -5.871 4.704 -2.507
C -3.614 4.526 -2.148
C -2.431 5.165 -1.812
C -1.310 4.395 -1.641
C -1.286 2.999 -1.830
O -0.156 2.359 -1.707
C -2.517 2.421 -2.219
C -3.669 3.175 -2.376
N -2.632 1.005 -2.533
O -1.849 0.185 -2.014
O -3.514 0.651 -3.262
N -0.060 5.043 -1.225
O 0.492 4.584 -0.243
O 0.325 5.981 -1.882
H -2.400 6.238 -1.672
H -4.602 2.714 -2.666
```

energy: -2911.13150 a.u.
highest occupied orbital energy (alpha / beta): -0.509 / -0.532 hartree
energy relative to the best compared isomer or geometry (same formula, charge and spin): 0.3058 eV
strongest force on any atom: 0.7 eV/Å
multiplicity: 5
charge: +2
E_LUMO (alpha / beta): -6.28 / -8.38 eV
expectation value of S²: 6.03
HOMO-LUMO gap (alpha / beta): 7.5553 / 6.0888 eV



Q: Which of these has the lowest strongest force on any atom?
A: C22H22IrN4S2